Record 1
Below is C37H47BF4O2P2SbSe4Ti as an isolated structure, with properties calculated with ωB97M-V/def2-TZVPD.

Atoms and positions in Å:
C -4.34025 0.96786 4.39377
H -2.73221 4.12411 1.77074
H 3.28860 -0.54898 -0.11478
C 0.97166 -5.25081 -0.69887
H 0.93333 2.19381 2.87960
C -1.96450 3.10813 -0.72607
P 1.06032 -1.08165 -0.65909
H -1.98507 -0.70681 -1.64138
H 1.63837 4.22528 4.06865
H 0.38978 -5.97835 -0.13078
F 1.47378 -0.57752 5.59081
H 4.01971 -0.74781 -2.23777
Se 5.93448 -0.65318 1.29281
C 4.61765 1.86652 -1.20362
C -1.21245 -0.25242 -4.53971
B 0.27629 -1.07036 5.34674
C -3.87419 2.94542 -2.17576
H -0.39253 1.27434 -1.63563
H 0.08388 -3.49531 -3.06913
O -1.82197 -1.03034 0.64083
C -2.76203 0.72905 2.57621
C -2.99515 -0.66144 2.63853
C -0.15935 5.30566 3.61917
C -3.63516 1.43105 -0.32154
H -2.30369 4.39251 -2.40270
C 3.24454 0.02096 -2.18987
H -1.99584 1.29881 -3.28687
C 0.67413 -5.39272 -2.19651
H 2.38771 -2.44385 -2.87284
C 2.58351 -0.05030 -0.78978
H 2.53998 -2.82392 -0.23108
H -4.02274 0.60987 0.26699
H 0.93695 1.17077 -2.77572
H 1.25488 -6.22038 -2.60889
H 0.66779 -1.23360 -2.98372
C -1.78462 4.13223 2.29622
H -5.21003 -0.82718 5.18129
H 2.53760 -0.20068 -2.99036
O -1.27258 -2.32791 2.28612
H -1.84719 -0.03589 -5.40065
F 0.13887 -2.24500 4.75194
H 0.14662 6.19629 4.15259
H 4.08452 2.00318 0.88644
Se 4.87928 -3.11549 4.61520
H -2.03549 6.14151 2.98636
H 0.73818 -3.78834 0.87331
H -0.66909 1.82808 -4.29897
C -1.38810 5.27433 2.96968
C -3.44767 1.52318 3.48544
H 1.59070 1.87747 -0.79230
Se 2.17956 -1.59961 2.31724
C -2.67998 3.55982 -1.82248
C 3.61604 2.18071 -0.08311
C 2.33182 1.34492 -0.19222
H 3.34259 3.23808 -0.12140
C -4.34755 1.87973 -1.42595
Sb 4.81663 -2.39337 2.41216
C -4.53669 -0.40191 4.44982
H -3.27906 2.59015 3.51006
F -0.02114 0.11222 3.41381
H -1.60350 -2.34418 -4.15112
C 1.63726 -2.82658 -0.84581
C 0.98841 -4.09775 -2.96649
C -1.02524 0.99736 -3.68674
H -3.94287 -2.30042 3.62773
C -1.82966 -1.37611 -3.69742
C 0.65980 -3.83931 -0.21343
C -0.96238 3.00233 2.27128
C 0.67514 4.20136 3.57654
H 5.30554 1.08344 -0.87481
Se 4.82212 -4.21081 0.67129
H 2.95548 -3.91207 -2.13657
H -2.91789 -1.27589 -3.69829
H -4.86771 1.61681 5.08069
C -1.33068 -1.33854 -2.24110
H 1.31507 -4.33480 -3.98080
H -4.42885 3.29263 -3.03787
C -2.10961 -1.46436 1.77201
C 0.27797 3.05442 2.90286
H 3.13126 2.11778 -2.74327
C 3.89163 1.38466 -2.45167
C -3.83767 -1.22441 3.58167
H -0.37831 -5.65289 -2.33411
F -0.79422 -0.52846 5.91425
H -1.04006 3.60402 -0.45189
H 5.22236 2.74860 -1.42016
H -0.37965 -3.59935 -0.46096
C -0.03767 0.75030 -2.52599
H -1.37763 -2.33502 -1.80235
H 4.57973 1.29502 -3.29437
C 0.08490 -0.74506 -2.19763
H 1.89292 1.22854 0.80323
Ti 0.07976 -0.94431 1.85423
P -1.44371 1.45305 1.45184
H -0.24632 -0.56695 -4.94569
C -2.44070 2.04547 0.04328
H 2.02489 -5.46463 -0.49577
C 2.06684 -3.28421 -2.25756
H -5.28027 1.39942 -1.69204

Results
HOMO (alpha / beta) = -8.00 / -7.97 eV
LUMO energy (alpha / beta) = -1.3 / -2.3 eV
multiplicity = 2



Record 2
Below is a 2-piece molecular cluster, CH4N2O3 overall, with properties calculated with ωB97M-V/def2-TZVPD.

Atoms and positions in Å:
C 1.63788 0.34867 0.07498
O 1.07572 1.41919 0.04231
N 1.05012 -0.83910 -0.12869
O -3.31978 -0.49470 -0.09805
N -2.15635 -0.29141 0.03649
H 0.06438 -0.91039 -0.34326
H -0.83360 1.15472 0.13435
H 1.58691 -1.68810 -0.10195
H 2.71368 0.25733 0.28597
O -1.81895 1.04379 0.09785

Results
HOMO = -10.38 eV
SMILES string = NC=O.O=NO
LUMO energy = 0.3 eV



Record 3
Below is C6H10N2 as an isolated structure, with properties calculated with ωB97M-V/def2-TZVPD.

Atoms and positions in Å:
H -1.88879 -0.19054 -1.60392
N -1.48488 -1.10101 0.35636
H -0.11216 0.88127 2.12387
H 1.59558 -2.08231 -0.45807
N 1.77957 0.05793 -0.64651
C -0.17720 -0.70473 0.30513
C 1.45199 -1.14643 0.14289
H 1.37273 1.98210 0.42842
H 2.79868 0.33327 -0.52109
H -2.75739 0.50853 -0.22177
C 0.91522 1.05969 0.03502
C -0.85629 1.23791 -0.11365
H -1.03549 2.33631 -0.39183
C -1.84377 -0.01209 -0.51430
C -0.03013 0.64645 0.97759
H 0.06673 -0.53083 -0.85368
H -1.81393 -1.95379 -0.11228
H 2.01955 -1.32174 1.06782

Results
HOMO = -7.97 eV
LUMO energy = 1.1 eV



Record 4
Below is a 12-piece molecular cluster, C39H89BN3O30 overall, with properties calculated with ωB97M-V/def2-TZVPD.

Atoms and positions in Å:
N 3.57624 -3.82147 -9.83359
H -1.94068 -3.55328 -7.46375
H 2.84249 -3.75969 9.44865
O -5.92531 -5.99529 12.37829
C 3.57984 9.15995 8.71885
H -3.68003 -1.05943 -8.16812
H -7.15678 6.90870 -12.31214
H -15.54969 3.36024 3.28981
C 4.65305 -9.63151 -2.15521
C 0.37913 -0.32470 -1.03665
C 4.55561 -8.37264 1.30279
H 8.87760 -2.99466 2.73743
H -8.74849 -6.57501 8.60413
O -3.38517 -5.83746 -7.03008
H -12.72539 1.09298 2.48489
C 2.24760 10.33611 7.21715
H -5.33872 -7.84667 10.34117
O -12.77561 0.70610 0.59261
H -4.59190 -1.78399 -9.50389
C 8.30225 -2.31938 3.37075
H -6.09237 -5.21214 14.23212
O -1.23698 0.93164 0.08866
H -12.17023 3.69217 2.01998
O -1.10223 -0.57645 1.98317
H 1.63906 5.10638 -8.24217
H 5.95499 -8.76721 -0.29541
C -7.76734 -6.23640 8.93698
O -0.15072 -1.11852 -0.16339
C -6.52923 7.79149 -9.91719
O -2.40447 -1.32146 3.72952
H 4.87395 -7.43491 -0.66995
H 1.35086 8.44546 3.35818
C -2.09444 -6.29927 -7.46715
H 13.10615 -3.61628 1.75660
H 2.83252 10.72970 5.21886
N 2.91895 5.09587 -9.91783
H -4.49118 -4.88617 13.53953
O -3.90838 -3.08596 -7.99144
H -4.39988 -4.39059 -6.00075
C 7.98386 6.67379 -0.03882
C -12.28619 1.53777 1.59195
H 2.24411 10.01482 3.30837
O 2.49843 5.53499 -10.96983
H -11.20196 1.48599 1.49258
C 4.93719 -8.39926 -0.16584
H 7.52127 4.17285 -0.86634
H -12.04597 -1.13244 1.45074
H -12.68204 3.35628 0.44664
H 2.59781 -4.10532 7.78453
H 1.31109 -4.62922 8.91756
H 8.04912 6.02340 0.83344
C -2.18190 -1.19619 2.53442
H -2.77464 -1.99996 -9.36589
C -14.57823 2.91346 3.07827
H 1.45373 -7.39731 1.64465
H 1.18461 11.16870 5.68751
H -4.31842 -5.74366 11.14268
C 2.38355 -4.48959 8.78179
H 2.16555 -7.19889 0.07801
H -13.11296 -1.18122 -0.00306
O -6.03278 6.60604 -10.50699
H -7.71499 5.55669 -11.31352
O 4.29853 -5.93077 8.72204
H -4.37654 8.31949 -9.47231
C -5.71506 -6.85792 10.07883
H 3.79089 -9.95271 -2.73967
H 2.49411 3.55215 -8.47541
O 0.02195 2.08071 -1.59201
H -1.72521 -5.88367 -8.40472
H 6.98868 7.11786 -0.06123
H 3.63581 -3.87980 -7.79953
H -4.36043 8.64732 -6.41276
H 5.36222 -10.41819 -1.89771
C 7.77767 4.27378 -3.02613
C 12.46279 -3.62782 2.63641
O 8.27585 5.97184 -1.25119
O 9.02343 3.50453 -3.01969
H 1.27813 10.11460 7.66342
H 13.20567 -3.87177 3.39582
H -2.00492 -7.38544 -7.48434
H -2.89457 -4.81550 -5.29940
H -13.91749 3.38441 3.80610
H 12.05117 -1.95924 4.75844
C -12.30248 -0.65748 0.50379
O -14.20635 3.17035 1.68701
H 5.07175 -8.78430 -2.69838
H 2.83979 8.54058 9.22563
H 3.62177 10.04531 9.35327
O 3.37400 -4.59068 -10.72759
H -11.37331 -0.56020 -0.05771
H 9.98961 -1.29659 5.41701
H 7.35188 -2.16482 2.85984
C -12.81453 3.00600 1.47028
C 1.35940 9.49015 3.66908
H -5.22103 -6.52240 9.16698
H -6.67660 8.57954 -10.65568
O 4.07281 -9.20450 -0.89214
H -14.62245 1.83663 3.24134
H -4.21927 6.93732 -6.30433
C -6.84133 6.13735 -11.60957
C 11.24511 -2.34098 4.13184
H 10.90197 -3.32726 4.44423
C 1.95116 4.35751 -8.97009
H -5.87042 -4.00084 12.98553
H 6.39370 5.30764 -1.76688
C -4.22775 7.75520 -7.02481
H 4.53673 8.63829 8.73645
O 3.43070 -2.60259 -9.84002
H 3.91145 -5.52982 -8.58056
H -7.22565 -6.19352 7.99208
H 9.98087 1.81387 -2.45267
H -6.27902 5.41308 -12.19894
C -5.55195 -4.99093 13.31173
C -5.40649 -5.70957 11.08761
O 3.51870 -7.45912 1.63382
H -7.46607 7.58175 -9.40102
O 9.01922 -1.10593 3.59539
C -3.00128 -1.79805 1.32890
C -3.37461 -4.65063 -6.26400
C 7.40421 4.91413 -1.65684
C -2.90663 -3.37148 -6.99257
B -1.26624 -0.47571 0.54078
H 8.03292 -2.86344 4.27604
N 3.18354 -5.70410 9.10559
C -0.30925 1.07659 -0.87251
C 4.06572 -4.45159 -8.62194
C -3.72985 -1.90937 -8.84872
H -7.80709 -5.26110 9.42206
H 5.13376 -4.23966 -8.57196
H 10.76196 -0.23478 4.31935
C -5.37883 8.28519 -9.04529
O 1.42218 9.24783 5.09762
O -2.54203 -1.18219 0.25805
O 3.28958 9.33424 7.30652
H 5.47380 -8.06790 1.80495
O -7.13124 -7.09094 9.90594
H 1.07613 3.97778 -9.49757
H -5.54778 9.31310 -8.72443
H 6.95436 3.63937 -3.35443
H 0.40313 9.92560 3.37921
H -1.34430 -6.02716 -6.72461
H 7.87694 5.05577 -3.77896
H 4.33174 -9.38944 1.62544
C 8.94234 2.14414 -2.47413
O 1.20453 -0.59797 -1.91302
H 2.13176 -8.81033 0.80295
C 1.94586 10.39152 5.75514
O 2.55073 -6.44982 9.81036
C 10.24818 -1.19510 4.36300
O -5.21216 7.37688 -7.96798
H 8.33246 1.50719 -3.11478
O 3.99149 5.31276 -9.42438
C 2.26915 -7.74961 1.01294
H -2.76625 -2.48939 -6.36784
H 8.34898 2.06679 -1.56306
H 8.84581 7.33985 -0.07744
H 2.60928 11.32273 7.50674
O 11.81295 -2.37493 2.82489
H 11.82714 -4.51020 2.56274
O -4.04368 -2.42930 1.54315
H -5.73137 -4.78627 10.60797
H -3.24194 7.81816 -7.48561

Results
HOMO = -7.30 eV
charge = -1
LUMO energy = 1.3 eV



Record 5
Below is C34H28BBrF4N3OS3V as an isolated structure, with properties calculated with ωB97M-V/def2-TZVPD.

Atoms and positions in Å:
C -4.19853 -1.51737 -2.28553
H 1.02604 -1.64034 6.96642
F -2.19923 3.89334 1.61112
C 0.71301 -0.46367 3.81346
C -0.23660 -4.57566 -2.81105
C 0.74810 -3.74166 -3.24076
H -0.37511 1.28188 -2.57581
Br 2.86725 1.69944 1.03524
C -1.82786 -1.48232 -1.30524
V -0.27556 0.40700 0.25795
C 0.82063 2.44050 -4.69562
H 3.23485 -4.67072 -1.11253
H -1.64081 -1.69549 4.08839
C -2.88799 -1.15195 -2.31345
H -2.10387 -4.37893 -1.62795
C 0.61364 -0.50464 5.18923
S 0.50580 -2.14349 -2.69305
B -2.16640 3.00227 0.65407
H -4.62075 -3.76061 -0.03236
C -4.07473 -0.59309 -4.39792
H -4.32065 -0.23250 -5.38735
C 1.55967 -1.45386 1.70879
C -0.93065 -2.57992 -1.85902
C 2.62226 2.71805 -2.91943
C -1.45912 -3.43819 2.87027
O -0.98266 -0.31874 -1.08207
S -2.47357 -0.43577 -3.81547
N 1.04114 1.41882 -1.06351
C 2.25679 1.89501 -0.72476
H 0.34956 0.39629 3.27384
H 1.48921 3.04263 -5.30714
C -2.33685 -1.69721 0.10872
H -3.53479 -0.96874 2.45203
C -1.88376 -2.21659 3.17116
C 4.99660 -2.74784 1.07009
C -2.72052 -1.60193 2.10706
H -5.17652 -2.20949 0.64521
H -0.15688 2.92374 -4.67711
C 3.06903 2.54190 -1.62212
H 5.54166 -4.30522 -0.30291
C 1.35614 -1.51065 3.12911
C 1.36524 2.27226 -3.29707
H 6.00538 -2.60869 1.43784
C -3.09537 -2.65100 1.01702
N 0.74817 -0.75645 0.90865
C 1.86411 -2.61099 3.84037
H -0.28537 -5.62883 -3.05828
C 1.11550 -1.60462 5.88645
H 3.26141 3.21516 -3.64132
H 2.33398 -3.42989 3.30854
H -5.93764 -1.39031 -3.66543
H 1.38200 -3.27775 -0.23919
H 1.60626 -3.97679 -3.85630
C -4.52707 -3.07287 0.80841
H 2.11862 -3.50646 5.76521
H -4.67463 -1.99937 -1.44268
H 0.69923 1.46945 -5.17979
H -0.82356 -4.06697 3.48733
F -1.38868 3.15750 -0.42107
C -1.21948 -3.89454 -2.02796
C 4.73109 -3.70420 0.09092
F -2.92653 1.90899 0.68872
N -1.93012 -0.87583 1.00703
C 2.40050 -3.11409 0.09687
C 2.66817 -2.17094 1.09440
C 0.61442 1.63849 -2.33454
H 4.03362 2.90713 -1.30142
H -4.86874 -3.59604 1.70161
C 3.43821 -3.90046 -0.37885
C -4.88790 -1.19112 -3.49318
C 3.96493 -1.99481 1.59124
F -0.38111 1.65927 1.49001
C 1.73483 -2.65754 5.21307
S -2.01188 -4.10114 1.34797
H 0.15567 0.31736 5.72527
H 4.15640 -1.25876 2.36480

Results
HOMO (alpha / beta) = -13.52 / -13.51 eV
charge = +2
LUMO energy (alpha / beta) = -7.9 / -8.3 eV



Calculated energy above the lowest of the compared OMol25 structures with the same formula, charge and spin, 154.8; 5.4; 717.7; 577.8; 90.7 kJ/mol (same order as the records).
Calculated DFT total energy, -364398.0547; -10222.3710; -9356.9987; -108442.4393; -182003.3153 eV (same order as the records).
Calculated M, 1158.0; 92.1; 110.2; 1090.9; 808.5 g mol⁻¹ (same order as the records).